1.
# C30H46BiN7OS3

A structure of composition C30H46BiN7OS3 (wB97M-V/def2-TZVPD, the OMol25 dataset).

Structure (XYZ):
```
88
Properties=species:S:1:pos:R:3:forces:R:3:mulliken_charge:R:1
Bi 0.319786 0.085275 0.284181 0.0 0.0 0.0 1.263
C -2.324679 1.685238 4.102457 0.0 0.0 0.0 -0.812
C -1.377918 0.818451 4.927930 0.0 0.0 0.0 -0.990
S -0.478371 -0.398983 3.933465 0.0 0.0 0.0 0.242
C 1.235799 -0.152001 4.456318 0.0 0.0 0.0 -0.406
C 1.805603 1.257779 4.365337 0.0 0.0 0.0 -1.124
S 1.770771 1.962570 2.694111 0.0 -0.1 0.0 0.248
C 1.025437 3.585269 2.980628 0.0 0.0 0.0 -0.767
C -0.364699 3.625571 3.610876 0.0 0.0 0.0 -0.953
S -1.598450 2.625766 2.736754 0.0 0.0 0.0 0.015
H -3.072114 1.056003 3.615229 0.0 0.0 0.0 0.408
H -2.864002 2.364583 4.766204 0.0 0.0 0.0 0.474
H -0.663914 1.432858 5.474744 0.0 0.0 0.0 0.343
H -1.970023 0.291904 5.679015 0.0 0.0 0.0 0.494
H 1.366657 -0.520958 5.476027 0.0 0.0 0.0 0.561
H 1.793494 -0.818957 3.796509 0.0 0.0 0.0 -0.100
H 1.284313 1.940535 5.035666 0.0 0.0 0.0 0.492
H 2.844533 1.224682 4.697857 0.0 0.0 0.0 0.601
H 1.707324 4.187699 3.584646 0.0 0.0 0.0 0.489
H 1.002325 4.035622 1.987158 0.0 0.0 0.0 0.159
H -0.324298 3.289818 4.646226 0.0 0.0 0.0 0.385
H -0.696936 4.664952 3.633688 0.0 0.0 0.0 0.550
C -2.977721 -2.125221 -3.794918 0.0 0.0 0.0 -1.157
N -1.568529 -1.775177 -3.852502 0.0 0.0 -0.1 0.223
C -0.828811 -2.478623 -4.899185 0.0 0.0 0.0 -0.649
C 0.611228 -2.226758 -4.505032 0.0 0.0 0.0 -0.695
N 0.484495 -2.151498 -3.065661 0.0 0.1 0.0 0.119
C 1.664082 -1.999395 -2.236216 0.0 0.0 0.0 -0.877
C -0.744308 -1.666336 -2.727873 0.0 -0.1 0.0 -0.501
N -1.016618 -1.181702 -1.559311 0.0 0.0 0.1 0.314
C -2.358192 -0.697536 -1.252421 0.0 0.0 0.0 -1.770
C -2.698314 0.606241 -1.968863 0.0 0.0 0.0 -0.843
N -1.905159 1.698111 -1.440447 0.0 0.0 0.0 0.048
C -1.697431 2.726067 -2.171189 0.0 -0.1 0.0 -0.147
N -0.906667 3.782259 -1.767824 0.0 0.0 0.0 0.149
C -0.014203 3.646206 -0.636573 0.0 0.0 0.0 -0.869
C -0.433128 4.482185 -2.944211 0.0 0.0 0.0 -0.620
C -1.619491 4.305894 -3.871306 0.0 0.0 0.0 -0.726
N -2.150736 3.000675 -3.476162 0.0 0.0 0.0 0.100
C -3.562460 2.849635 -3.801402 0.0 0.0 0.0 -1.080
H -3.297909 -2.346040 -4.812227 0.0 0.0 0.0 0.439
H -3.593539 -1.306403 -3.432544 0.0 0.0 0.0 0.310
H -3.163307 -3.013989 -3.182101 0.0 0.0 0.0 0.318
H -1.088912 -2.087300 -5.882066 0.0 0.0 0.0 0.409
H -1.053580 -3.552754 -4.871884 0.0 0.0 0.0 0.370
H 0.988554 -1.284537 -4.922450 0.0 0.0 0.0 0.309
H 1.281122 -3.034574 -4.796427 0.0 0.0 0.0 0.367
H 2.466257 -2.585041 -2.684098 0.0 0.0 0.0 0.342
H 1.461564 -2.409649 -1.249641 0.0 0.0 0.0 0.145
H 1.975574 -0.957216 -2.121049 0.0 0.0 0.0 0.323
H -2.403149 -0.506196 -0.175602 0.0 0.0 0.0 0.529
H -3.124946 -1.449100 -1.446117 0.0 0.0 0.0 0.663
H -3.772751 0.790531 -1.833950 0.0 0.0 0.0 0.380
H -2.512160 0.467434 -3.040150 0.0 0.0 0.0 0.705
H -0.585455 3.264438 0.210185 0.0 0.0 0.0 -0.001
H 0.365294 4.638765 -0.384973 0.0 0.0 0.0 0.329
H 0.817806 2.961155 -0.836849 0.0 0.0 0.0 0.420
H 0.472681 4.013288 -3.350879 0.0 0.0 0.0 0.329
H -0.218821 5.527735 -2.723626 0.0 0.0 0.0 0.396
H -1.354124 4.315706 -4.928180 0.0 0.0 0.0 0.367
H -2.362893 5.091816 -3.684750 0.0 0.0 0.0 0.375
H -3.727446 3.292289 -4.783132 0.0 0.0 0.0 0.399
H -4.205599 3.369327 -3.080248 0.0 0.0 0.0 0.328
H -3.866244 1.810017 -3.855889 0.0 0.0 0.0 0.300
O 1.700446 0.845280 -0.797816 0.0 0.1 0.0 -1.059
C -0.690768 -4.493475 3.304980 0.0 0.0 0.0 -0.662
C -1.245467 -3.857185 2.206154 0.0 0.0 0.0 -0.788
C -0.500720 -2.959878 1.454306 0.0 0.0 0.0 -0.937
C 0.818158 -2.643509 1.802757 0.0 0.0 0.0 0.249
C 1.375702 -3.315222 2.903618 0.0 0.0 0.0 0.072
C 0.632047 -4.222061 3.636347 0.0 0.0 0.0 -0.742
N 1.511861 -1.640418 1.119265 0.1 0.0 0.0 0.807
C 2.883809 -1.818802 0.869341 0.0 0.0 0.0 0.110
C 3.414749 -3.085829 0.591195 0.0 0.0 0.0 0.134
C 4.762028 -3.249755 0.314509 0.0 0.0 0.0 -0.859
C 5.614356 -2.153918 0.285509 0.0 0.0 0.0 -0.562
C 5.093241 -0.892588 0.536820 0.0 0.0 0.0 -0.938
C 3.748759 -0.722720 0.829003 0.0 0.0 0.0 -0.466
H -1.270258 -5.198619 3.886095 0.0 0.0 0.0 0.399
H -2.266787 -4.072293 1.914410 0.0 0.0 0.0 0.420
H -0.933955 -2.513662 0.566779 0.0 0.0 0.0 0.553
H 2.403959 -3.112845 3.177740 0.0 0.0 0.0 0.407
H 1.088891 -4.717476 4.484831 0.0 0.0 0.0 0.368
H 2.757543 -3.947010 0.599285 0.0 0.0 0.0 0.424
H 5.146050 -4.242349 0.111118 0.0 0.0 0.0 0.371
H 6.666180 -2.281315 0.064231 0.0 0.0 0.0 0.392
H 5.739041 -0.023592 0.505181 0.0 0.0 0.0 0.418
H 3.354441 0.270840 0.989065 0.0 0.0 0.0 0.446
```
Positions in Å, forces in eV/Å.

Values from the calculation:
Relative energy (zero: lowest compared OMol25 entry of this formula, charge and spin) ... 0.0 kJ/mol
Strongest force on any atom ... 0.10 eV/A
Highest occupied orbital energy ... -6.630 eV
Frontier orbital gap ... 7.16 eV
E ... -3038.417387 Eh

***

2.
# C30H45NO2P2Pt

A structure of composition C30H45NO2P2Pt in a non-equilibrium geometry (wB97M-V/def2-TZVPD, the OMol25 dataset).

Structure (XYZ):
```
81
Properties=species:S:1:pos:R:3:forces:R:3:lowdin_spin:R:1
P -3.185068 2.180777 0.703238 0.9 2.0 1.1 0.335
P -3.695109 0.756424 -1.289132 0.8 2.6 -3.6 0.224
C -4.826587 2.790858 0.029762 0.4 0.0 0.4 0.035
C -5.213744 1.783162 -1.057537 -0.4 -0.8 -0.5 0.047
H -4.702054 3.823232 -0.311714 -0.2 -0.2 -0.1 0.001
H -5.522981 2.762746 0.874178 0.0 0.2 -0.3 0.004
H -5.983962 1.076812 -0.744830 -0.5 0.6 -0.1 0.007
H -5.406338 2.232120 -2.022351 -0.6 0.1 -0.1 0.009
C -3.056255 2.153487 -2.500023 0.5 -0.1 0.1 0.010
H -2.024597 2.057205 -2.877661 -0.3 -0.2 0.5 0.000
H -3.212246 3.193904 -2.168733 0.1 -0.6 0.3 0.004
H -3.730806 2.006798 -3.368772 0.3 0.0 0.5 0.003
C -3.643114 -0.393372 -2.651813 -0.7 -1.2 -0.2 0.046
H -4.330943 -0.001286 -3.405123 0.0 -0.3 -0.1 0.010
H -3.958373 -1.384257 -2.333117 0.0 -0.2 -0.2 0.001
H -2.636968 -0.450220 -3.088718 -0.2 0.1 0.4 0.000
C -3.071542 3.029500 2.333586 0.0 0.0 -0.1 0.066
H -2.992806 2.243445 3.100397 -0.1 0.7 -0.1 0.005
H -3.992845 3.629172 2.433610 0.5 -0.2 0.3 0.004
H -2.169013 3.668995 2.345453 -0.5 -0.4 0.1 0.006
C -5.996378 -0.381442 1.313295 0.0 -0.8 0.3 0.252
H -6.437295 -0.930309 0.465455 0.0 0.2 0.3 0.032
H -6.629603 0.456090 1.640970 0.3 -0.2 -0.2 0.014
H -5.840282 -1.075929 2.150189 -0.4 0.1 -0.1 0.022
Pt -4.012770 0.163268 0.867350 0.0 -1.3 1.1 0.571
C 1.184642 2.368697 -4.302257 0.5 -0.3 -0.2 0.000
C 1.517272 3.293549 -3.398099 -0.1 -0.2 -0.2 0.000
C 0.608833 4.282370 -2.747153 0.0 1.1 -0.9 0.000
C 0.072741 3.773360 -1.409041 1.7 0.1 0.4 0.003
C 0.477031 2.340901 -1.088557 -1.8 0.2 0.2 0.002
C 0.455236 1.172034 -1.772026 -0.7 -0.5 1.2 0.001
C 0.928042 0.379414 -2.937737 -0.1 -0.3 -1.5 0.000
C 1.714718 0.970953 -4.137449 0.5 0.2 0.0 0.000
C -2.650759 -0.403175 2.296954 0.7 -0.6 0.6 0.219
H 0.430817 2.467315 -5.081001 -0.6 0.3 0.7 0.000
H 2.511233 3.225639 -2.942420 -0.4 -0.5 0.4 0.000
H -0.262699 4.517945 -3.358175 0.2 0.1 -0.4 0.000
H 1.194825 5.187836 -2.595241 -0.3 0.4 0.1 0.000
H 0.447470 4.395108 -0.576689 0.0 -0.1 -0.3 0.000
H -1.026935 3.909430 -1.322941 0.5 -0.5 -0.2 0.004
H 0.434714 2.214784 0.006645 -0.8 -0.3 -0.5 0.001
H -0.034226 0.414496 -1.138911 1.2 -0.1 0.4 0.000
H 0.045544 -0.085421 -3.393324 -0.2 -0.2 0.2 0.000
H 1.489112 -0.467831 -2.514619 -0.1 0.2 0.0 0.000
H 2.787023 0.940223 -3.904645 -0.1 0.2 0.0 0.000
H 1.555357 0.337370 -5.028498 0.1 0.3 0.4 0.000
H -1.752701 -0.750521 1.746950 -0.2 0.3 0.1 0.017
H -3.163691 -1.251245 2.781209 0.1 0.3 -0.1 0.021
H -2.360958 0.357991 3.035828 -0.1 -0.3 -0.4 0.022
C 3.574428 -6.108497 1.176365 0.0 -0.3 0.0 0.000
C 3.242083 -5.089960 2.231909 -0.2 0.1 0.2 0.000
C 3.367892 -5.422971 3.579976 0.2 0.0 0.2 0.000
C 3.074152 -4.502907 4.589636 -0.3 -0.3 -0.2 0.000
C 2.679171 -3.218717 4.248730 0.3 -0.2 0.0 0.000
C 2.640427 -2.852244 2.901592 0.1 -0.4 0.0 0.000
N 2.454249 -1.517773 2.595840 -0.4 -0.1 0.7 0.000
C 3.197175 -0.810655 1.666888 0.4 0.0 -0.8 0.000
C 4.529857 -1.104222 1.343447 -0.3 0.3 0.2 0.000
C 5.195046 -0.310192 0.409141 -0.2 0.1 -0.1 0.000
C 4.525820 0.746836 -0.217235 -0.2 0.0 0.2 0.000
C 3.174552 0.993240 0.074578 0.4 0.1 0.0 0.000
C 2.507397 0.195297 0.987591 0.0 -0.2 0.1 0.000
C 1.017410 0.209759 1.317681 -0.5 0.3 -0.3 0.000
O 0.621815 1.128477 2.082635 -0.2 -0.5 -0.3 0.002
O 0.347415 -0.735655 0.805599 0.0 0.8 0.4 0.001
C 2.793827 -3.815746 1.872262 0.1 0.4 0.7 0.000
C 2.481315 -3.475186 0.449626 0.0 0.1 -0.5 0.000
H 2.705593 -6.367236 0.558140 0.1 0.1 0.1 0.000
H 4.366927 -5.758125 0.502548 -0.2 0.0 0.1 0.000
H 3.927950 -7.028149 1.650193 0.0 0.1 -0.1 0.000
H 3.694493 -6.432698 3.829456 0.0 0.2 0.1 0.000
H 3.159154 -4.791252 5.636302 0.0 0.0 -0.2 0.000
H 2.447967 -2.465700 5.006995 0.2 -0.2 -0.2 0.000
H 1.829844 -0.982356 3.195955 0.3 -0.2 -0.4 0.000
H 5.017034 -1.944156 1.833137 0.0 0.2 -0.1 0.000
H 6.238483 -0.518798 0.172702 -0.2 0.1 0.0 0.000
H 5.037825 1.387911 -0.934299 0.0 -0.2 0.1 0.000
H 2.624116 1.796152 -0.415565 0.4 -0.3 0.1 0.000
H 2.081224 -4.352623 -0.072935 0.1 0.1 0.1 0.000
H 1.733426 -2.673223 0.365650 0.3 -0.1 0.2 0.000
H 3.380971 -3.161029 -0.101305 -0.2 0.0 0.1 0.000
```
Positions in Å, forces in eV/Å.

Values from the calculation:
Relative energy (zero: lowest compared OMol25 entry of this formula, charge and spin) ... 110.9 kJ/mol
2S+1 ... 3
Strongest force on any atom ... 4.48 eV/A
Highest occupied orbital energy (alpha / beta) ... -6.345 / -6.345 eV
Frontier orbital gap (alpha / beta) ... 5.02 / 3.67 eV
E ... -2177.054549 Eh

***

3.
# C5H8N

The ion C5H8N with charge +1 in a non-equilibrium geometry (wB97M-V/def2-TZVPD, the OMol25 dataset).

Structure (XYZ):
```
14
Properties=species:S:1:pos:R:3:forces:R:3:mulliken_charge:R:1
C 0.844656 0.442328 -0.154968 0.3 -0.6 -0.2 0.504
C 0.354901 1.646584 -0.210771 0.0 3.1 -0.1 -0.631
C 1.866322 -0.519989 0.208012 3.6 0.3 -1.6 -0.080
C -0.420510 -0.539344 0.338893 0.2 -2.4 -2.3 0.070
C -1.756965 -0.606085 -0.294127 -0.8 1.5 0.7 -1.235
N 0.693919 -0.983907 -0.422575 -3.5 -0.4 0.2 -0.236
H 1.135578 2.420985 0.045097 -1.4 -0.4 -0.2 0.266
H -0.708139 1.923473 -0.442570 1.3 -0.3 0.2 0.280
H 2.685324 -0.607798 -0.616395 -1.0 0.3 2.1 0.245
H 2.113689 -0.696863 1.244968 0.0 -0.2 0.1 0.303
H -0.507327 -0.704276 1.377590 0.8 0.4 1.4 0.466
H -2.333397 0.246427 0.193037 0.2 -1.4 -0.3 0.383
H -2.089274 -1.605030 0.117928 -0.3 1.0 -0.9 0.336
H -1.878771 -0.416508 -1.384119 0.6 -0.8 0.7 0.328
```
Positions in Å, forces in eV/Å.

Values from the calculation:
Relative energy (zero: lowest compared OMol25 entry of this formula, charge and spin) ... 492.5 kJ/mol
Total charge ... +1
Strongest force on any atom ... 3.97 eV/A
Highest occupied orbital energy ... -15.981 eV
Frontier orbital gap ... 10.26 eV
E ... -249.637575 Eh

***

4.
# C7H10

The ion C7H10 with charge -1 in a non-equilibrium geometry (wB97M-V/def2-TZVPD, the OMol25 dataset).

Structure (XYZ):
```
17
Properties=species:S:1:pos:R:3:forces:R:3:lowdin_spin:R:1
C 1.098404 -0.462836 2.042075 -0.4 -0.1 2.6 0.024
C 0.375090 0.681053 1.390643 0.4 -2.1 -2.5 0.114
C 0.158170 1.970541 1.704535 -0.3 2.4 0.2 0.187
C -0.610818 -0.734019 -0.557765 0.4 -0.2 -0.1 0.166
C 0.159352 0.277874 -0.015472 0.4 1.5 0.2 0.176
C -0.574639 -0.884461 -3.100938 0.7 0.3 -2.3 0.107
C -1.151150 -0.744038 -1.917416 -0.4 -1.0 2.3 0.081
H 2.190545 -0.366220 1.933276 -0.3 -0.1 -0.1 0.009
H 0.914690 -0.623773 3.146010 0.2 0.5 -0.6 0.010
H 0.754723 -1.402785 1.622872 0.2 0.0 -0.4 -0.001
H -0.215633 2.689331 0.949960 -0.1 -1.0 0.0 0.024
H 0.344669 2.601928 2.566752 0.6 -0.9 0.7 0.031
H -1.068418 -1.417332 0.153730 -0.4 0.1 0.0 0.015
H 0.494430 1.070668 -0.682756 -0.4 0.1 -0.4 0.018
H -1.065216 -0.733418 -4.063898 -0.8 -0.1 0.4 0.012
H 0.438290 -1.167858 -3.365248 0.4 0.3 1.0 0.010
H -2.242491 -0.754654 -1.806358 -0.2 0.1 -0.8 0.016
```
Positions in Å, forces in eV/Å.

Values from the calculation:
Relative energy (zero: lowest compared OMol25 entry of this formula, charge and spin) ... 162.6 kJ/mol
2S+1 ... 2
Total charge ... -1
Strongest force on any atom ... 3.27 eV/A
Highest occupied orbital energy (alpha / beta) ... 0.488 / -3.304 eV
Frontier orbital gap (alpha / beta) ... 3.84 / 7.50 eV
E ... -272.585813 Eh

***

5.
# C4F12LiN2O8S4

A structure of composition C4F12LiN2O8S4 in a non-equilibrium geometry (wB97M-V/def2-TZVPD, the OMol25 dataset).

Structure (XYZ):
```
31
Properties=species:S:1:pos:R:3:forces:R:3:mulliken_charge:R:1
Li 8.986563 -1.149246 22.951013 0.1 0.1 0.1 1.398
C 9.915132 1.240586 25.252867 0.3 -0.2 -0.1 0.734
F 10.156773 2.081218 24.243066 0.1 -0.1 0.3 -0.221
F 10.599293 0.105844 25.040110 0.1 0.2 0.0 -0.222
F 10.322782 1.787434 26.396781 0.1 0.0 -0.1 -0.229
S 8.136596 0.849730 25.354890 0.3 -1.0 -0.5 0.815
O 7.979267 -0.187538 26.310190 0.3 -0.6 0.1 -0.632
O 7.505906 2.091738 25.607257 -0.4 0.9 -0.3 -0.597
N 7.966567 0.264200 23.812939 -0.3 1.2 0.9 -0.466
S 6.886524 1.169176 23.032785 -1.3 -0.4 0.3 1.008
O 5.601897 1.097576 23.666495 -0.1 0.0 -0.2 -0.635
O 7.315496 2.436177 22.553220 0.7 0.3 -0.4 -0.618
C 6.673677 0.098485 21.544777 0.3 -0.5 0.4 0.608
F 6.174711 0.796043 20.554791 0.0 0.3 -0.5 -0.208
F 7.871365 -0.439267 21.150646 -0.2 0.1 0.0 -0.278
F 5.848590 -0.911396 21.809748 0.2 0.0 -0.1 -0.209
C 8.643784 -4.039020 22.014095 -0.2 -0.1 0.0 0.740
F 7.597835 -3.271974 22.390239 0.1 0.0 -0.2 -0.235
F 8.268704 -5.310979 21.994700 -0.2 0.0 0.1 -0.226
F 9.001515 -3.681513 20.787639 -0.1 -0.1 -0.1 -0.231
S 10.014538 -3.789012 23.203823 -0.8 1.9 0.7 0.808
O 9.421014 -3.572799 24.482795 -0.7 0.1 0.1 -0.596
O 10.873419 -4.888731 23.054530 1.2 -1.1 -0.6 -0.618
N 10.507002 -2.331301 22.636988 0.6 -1.5 0.2 -0.539
S 12.059770 -2.427976 22.182124 -0.3 -0.2 -0.5 0.920
O 12.939530 -2.521604 23.297244 0.3 0.2 0.3 -0.623
O 12.264332 -3.276357 21.050851 0.1 -0.2 -0.2 -0.619
C 12.228507 -0.772190 21.459706 0.1 0.7 0.2 0.628
F 13.520683 -0.550782 21.185564 -0.4 0.0 -0.1 -0.218
F 11.513756 -0.680043 20.337904 0.1 0.1 0.1 -0.230
F 11.809913 0.175874 22.311309 0.0 0.0 -0.2 -0.211
```
Positions in Å, forces in eV/Å.

Values from the calculation:
Relative energy (zero: lowest compared OMol25 entry of this formula, charge and spin) ... 0.0 kJ/mol
Total charge ... -1
Strongest force on any atom ... 2.23 eV/A
Highest occupied orbital energy ... -7.890 eV
Frontier orbital gap ... 10.50 eV
E ... -3662.685402 Eh